1.
79
Properties=species:S:1:pos:R:3:forces:R:3:lowdin_spin:R:1 method="wB97M-V/def2-TZVPD" multiplicity=7 homo_ev="-13.82 / -13.82" total_charge=+2 energy_ha=-4355.678690 s_squared=12.048 orbital_gap_ev="7.03 / 7.55"
Tb -16.05536 13.92142 2.23169 -0.7 0.3 0.7 6.050
S -15.31490 11.31892 1.10600 -0.3 0.3 -0.1 -0.001
S -14.05015 14.03732 4.14957 -0.3 0.0 -0.1 -0.013
S -13.99861 14.10919 0.21032 0.1 -0.4 0.7 -0.004
S -14.53895 16.59220 2.32187 0.1 -0.2 -0.1 0.000
O -20.92969 18.38481 0.11288 -0.2 0.0 0.3 0.000
O -21.32094 17.59897 2.14866 0.4 -0.2 0.4 0.000
O -17.58445 15.00662 3.43284 1.3 -0.5 -0.3 -0.018
O -19.43441 16.20613 3.71435 0.6 -0.2 -0.8 -0.001
N -16.95467 9.36631 10.54698 -0.1 -0.3 0.4 0.000
N -17.93312 15.92121 -0.43114 0.9 -0.5 -0.8 0.000
N -18.18719 12.53563 2.37993 -0.3 0.3 -0.1 -0.004
N -11.41171 12.17324 5.48387 -1.1 0.1 -0.5 -0.001
N -12.22755 11.92635 2.45826 0.3 0.2 0.3 0.000
N -16.13959 12.21770 4.14789 -0.2 -0.3 -0.2 -0.004
N -17.63508 15.42956 0.78460 -0.1 0.3 -0.2 0.001
N -20.83490 12.23392 3.16581 -0.1 0.2 -0.1 0.001
C -16.51965 10.99951 6.61000 -0.1 0.0 0.7 0.000
C -14.26896 10.53423 2.36005 0.9 0.6 0.2 -0.001
C -18.55692 16.01039 1.55612 0.1 0.0 0.7 0.001
C -15.75677 9.50049 8.49649 0.2 0.0 -1.1 0.000
C -10.93946 11.92657 3.01464 -0.4 0.3 0.7 -0.001
C -17.60980 11.34975 5.81457 0.4 -0.3 0.2 0.000
C -19.20288 12.78995 1.53863 0.7 0.2 0.3 0.001
C -13.16178 16.38225 3.50412 -0.2 0.2 0.0 0.000
C -12.68344 12.27464 5.52929 0.9 0.0 -0.2 0.000
C -13.27101 11.31175 3.25521 0.6 -0.3 0.3 0.000
C -19.84150 11.96954 3.98186 0.4 0.2 0.1 0.000
C -15.95576 8.99340 9.76614 0.3 0.1 -0.3 0.000
C -16.66886 10.41975 7.96362 -0.3 -0.3 0.3 0.000
C -13.60034 16.69792 0.75785 0.3 0.0 0.1 0.000
C -10.64450 12.00575 4.32323 0.8 0.0 -0.1 0.000
C -12.60411 14.97948 3.64012 0.1 -0.4 -0.1 -0.002
C -20.61548 17.68955 1.04522 -0.5 0.6 -0.6 0.000
C -18.95824 16.76195 -0.45168 0.4 -0.1 0.0 0.000
C -13.72955 12.26079 4.42218 0.5 -0.3 -0.6 -0.001
C -18.51198 12.16681 3.62180 0.8 -0.3 0.2 0.000
C -14.44982 12.88891 -1.07178 -0.4 0.7 0.2 0.000
C -14.30340 11.53172 -0.40602 0.1 -0.4 -0.1 0.000
C -18.53188 15.75309 3.00663 -1.7 0.4 1.4 0.000
C -17.82311 10.21380 10.05064 -0.7 0.7 -0.4 0.000
C -14.06857 15.79522 -0.38843 0.8 0.6 -0.6 0.000
C -17.74048 10.76301 8.76600 -0.3 0.2 0.4 0.000
C -15.24043 11.27734 6.14927 0.1 -0.3 0.0 0.000
C -20.50328 12.69564 1.96503 -1.1 -0.4 -0.4 0.000
C -19.41483 16.83083 0.83924 -0.3 0.4 -0.2 0.000
C -17.38010 11.91668 4.58054 -0.3 0.1 -0.6 0.000
C -15.09548 11.85727 4.91752 -0.1 0.5 0.3 0.000
H -13.34149 15.90747 -1.22414 -0.6 0.0 0.5 0.000
H -15.29099 8.26028 10.17991 0.3 -0.2 0.1 0.000
H -19.25778 17.29128 -1.33677 -0.2 -0.1 -0.1 0.000
H -17.43495 15.60675 -1.23492 0.3 -0.1 -0.4 0.000
H -13.67666 9.77130 1.84899 -0.1 0.0 0.0 0.000
H -21.33991 12.94235 1.31711 0.2 0.0 -0.1 0.000
H -13.59580 17.74304 0.47508 -0.3 0.2 -0.4 0.000
H -15.05708 16.07979 -0.72350 -0.2 0.0 -0.1 0.000
H -14.60375 10.74440 -1.10908 0.1 0.2 0.2 0.000
H -14.37332 11.08540 6.77738 -0.4 -0.2 -0.2 0.000
H -12.55965 16.50423 0.99910 0.1 -0.3 0.0 0.000
H -20.79103 17.10005 2.80594 -0.1 -0.1 0.3 0.000
H -14.94711 10.03130 3.01794 -0.6 -0.4 0.2 0.000
H -13.55591 16.71771 4.45517 -0.3 0.0 0.3 0.000
H -13.25596 11.40075 -0.15285 0.1 -0.2 0.0 0.000
H -18.65631 10.49198 10.69102 0.1 0.0 0.0 0.000
H -12.40089 17.11432 3.28159 0.3 0.1 -0.4 0.000
H -18.60986 11.14477 6.14902 -0.1 -0.1 0.1 0.000
H -18.94926 13.15414 0.55151 -0.1 -0.2 0.0 0.000
H -20.09105 11.63717 4.96879 -0.2 -0.2 0.3 0.000
H -18.48425 11.49583 8.46162 0.1 -0.2 0.0 0.000
H -13.09728 12.48510 6.49451 -0.1 0.2 0.5 0.000
H -9.58225 11.99104 4.54630 -0.1 0.0 0.0 0.000
H -12.22207 14.52689 2.73160 0.2 0.2 -0.2 0.000
H -15.47037 13.10339 -1.41353 0.3 -0.2 -0.1 0.000
H -10.11391 11.89944 2.30742 -0.2 0.0 0.1 0.000
H -14.96350 9.13454 7.83800 -0.1 0.0 0.5 0.000
H -11.83156 14.94829 4.41383 -0.1 0.0 0.0 -0.001
H -13.74592 12.95332 -1.89820 -0.1 0.0 -0.1 0.000
H -12.79091 10.48289 3.82769 -0.4 0.2 -0.2 0.000
H -12.16200 11.48902 1.57159 -0.1 -0.2 -0.9 0.000

2.
41
Properties=species:S:1:pos:R:3:forces:R:3:lowdin_charge:R:1 method="wB97M-V/def2-TZVPD" relative_energy_kcal_mol=0.00 smiles="CCOC(=O)Cc1csc(NS(=O)(=O)c2ccc3ccccc3c2)n1" homo_ev=-8.48 total_charge=0 energy_ha=-1864.276110 orbital_gap_ev=8.22
S -1.97389 -3.05426 -0.01591 0.4 -0.1 0.7 0.650
S 0.51965 -1.36548 -1.10979 0.8 0.0 0.4 1.090
O 4.88454 0.39694 -0.12421 0.2 -0.1 -0.5 -0.014
O -1.49133 -3.58118 -1.25374 -0.1 0.4 -0.1 -0.295
O 4.30221 0.51583 2.03360 0.0 0.1 0.1 0.125
O -2.78759 -3.87099 0.82778 -0.1 0.2 0.2 -0.273
N 1.65730 -2.20745 1.03897 -0.3 -0.5 0.8 0.109
N -0.65152 -2.63006 0.96769 -1.1 -0.6 -0.1 -0.068
C -4.56025 1.07915 1.70872 -0.1 0.2 0.1 -0.025
C 2.21750 -1.10191 -0.89050 -0.2 -0.1 0.2 -0.335
C -5.13698 2.30331 1.51719 0.1 -0.2 0.2 -0.073
C -2.71179 -0.88276 -1.53937 -0.1 0.2 -0.3 -0.089
C -3.28780 0.34379 -1.72105 0.1 -0.2 0.0 -0.007
C -5.11228 2.90901 0.25039 0.1 0.0 -0.3 -0.072
C -4.51235 2.28199 -0.80588 -0.1 0.2 0.1 -0.029
C 4.03220 -1.56843 0.83419 0.1 0.2 0.0 -0.024
C 4.41905 -0.11291 1.01729 0.0 -0.3 0.4 -0.503
C -3.93337 0.40574 0.63889 0.1 0.0 -0.3 -0.146
C 5.78006 2.15363 -1.47648 -0.2 -0.3 0.3 -0.065
C 0.51508 -2.15873 0.44938 0.4 0.7 -1.3 -0.643
C -2.73990 -1.46679 -0.26886 0.2 -0.5 0.2 -0.293
C -3.90794 1.01714 -0.64539 0.0 -0.2 0.3 -0.155
C 5.23006 1.78530 -0.11170 0.1 0.5 0.1 -0.220
C -3.32966 -0.85883 0.79930 0.0 0.0 0.0 0.007
C 2.63493 -1.61816 0.29403 -0.1 0.3 -0.6 -0.382
H 5.03122 1.97620 -2.24360 0.0 0.0 -0.1 0.074
H 4.72576 -2.03686 0.13572 0.0 0.0 0.1 0.129
H -5.57333 3.87650 0.11843 0.0 0.1 0.0 0.105
H 6.65662 1.55211 -1.70107 0.1 0.0 -0.1 0.077
H -2.23638 -1.42364 -2.34147 0.0 0.0 -0.2 0.102
H -0.56393 -3.13645 1.83567 -0.2 -0.2 0.1 0.132
H -5.61651 2.81445 2.33849 0.0 0.0 0.1 0.105
H 4.33433 2.36823 0.13002 0.1 -0.1 0.0 0.130
H -4.57573 0.60633 2.67941 0.0 0.0 0.1 0.115
H 2.79745 -0.60219 -1.63814 0.2 0.1 -0.2 0.070
H -3.34026 -1.35461 1.75749 0.0 0.0 0.2 0.127
H 4.04882 -2.07401 1.79777 0.1 0.1 -0.1 0.128
H 5.96992 1.95662 0.67797 -0.2 0.0 -0.1 0.127
H -4.49281 2.74536 -1.78144 0.0 0.1 -0.1 0.113
H -3.27837 0.81447 -2.69284 0.0 0.0 -0.1 0.118
H 6.05724 3.20362 -1.48694 0.0 0.1 0.0 0.077

3.
19
Properties=species:S:1:pos:R:3:forces:R:3:lowdin_charge:R:1 method="wB97M-V/def2-TZVPD" relative_energy_kcal_mol=29.79 homo_ev=0.74 total_charge=-2 energy_ha=-762.336525 orbital_gap_ev=5.42
S 1.67097 2.57009 1.70072 -0.1 0.2 -0.2 -0.049
O -0.63304 -1.59587 1.51009 0.0 0.2 0.2 -0.363
O 0.73976 -1.43732 -2.76375 -0.2 0.0 0.0 -0.136
N -0.22734 0.75900 -0.71591 0.7 0.0 -0.2 -0.117
C 0.36003 -1.27438 0.67063 -0.4 0.6 0.2 -0.505
C 0.67897 0.25509 0.36600 -2.0 -1.1 0.3 -0.434
C -1.63600 0.45978 -0.50809 0.1 0.4 -0.7 -0.162
C 0.58516 1.09025 1.63091 0.3 -0.1 0.3 -0.746
H 0.47191 -0.52264 -2.55369 0.1 -0.1 0.2 0.005
H -1.77109 -0.60018 -0.66657 -0.1 -0.4 0.7 0.056
H -2.24422 0.88618 -1.32214 0.2 0.5 0.2 0.056
H -2.00179 0.79942 0.46288 -0.3 -0.3 0.1 0.063
H 1.36356 -1.65702 0.99182 0.1 -0.3 -0.2 0.081
H 0.79354 0.43127 2.47722 0.1 0.0 0.0 0.035
H -0.46284 1.36134 1.78107 0.0 0.1 -0.1 0.028
H -0.03317 1.75472 -0.72421 -0.4 0.2 -0.1 0.067
H 1.63989 0.22145 -0.08016 1.2 0.4 -0.2 0.084
H 0.12846 -1.64986 -0.36371 0.4 -0.4 -0.1 0.046
H 0.57723 -1.85133 -1.89310 0.2 0.2 -0.3 -0.012

4.
17
Properties=species:S:1:pos:R:3:forces:R:3:lowdin_charge:R:1 method="wB97M-V/def2-TZVPD" relative_energy_kcal_mol=85.28 homo_ev="-7.28 / -7.28" total_charge=0 energy_ha=-343.065562 orbital_gap_ev="7.65 / 7.65"
O 2.40619 -1.50970 1.96125 0.0 0.0 0.1 -0.032
N 1.02730 1.15731 0.00060 -0.5 -0.2 -1.4 -0.059
N -1.23497 -0.76859 -0.62541 0.0 -0.6 -0.1 -0.073
C 1.40907 0.40978 1.06427 0.2 0.0 1.0 -0.143
C -2.34816 -0.08284 0.00773 -0.1 -0.1 0.1 -0.187
C 2.04011 -0.85128 0.99660 -0.2 0.0 -0.4 -0.361
C 0.92324 0.84365 -1.27061 0.6 0.7 0.6 0.008
H 2.17498 -1.25846 -0.02641 0.1 -0.1 0.0 0.105
H -3.11256 -0.75605 0.42240 0.1 0.2 0.0 0.068
H 1.35464 -0.06463 -1.64468 -0.2 -0.2 0.1 0.069
H -1.57464 -1.38144 -1.36209 0.1 0.0 0.2 0.072
H 0.66222 2.07339 0.24624 0.0 -0.2 0.0 0.160
H -2.82185 0.57014 -0.72712 0.0 0.0 0.1 0.068
H -1.96010 0.52837 0.82161 -0.1 0.1 0.0 0.062
H -0.73653 -1.33962 0.05538 -0.2 0.1 -0.2 0.066
H 0.51836 1.56582 -1.95234 -0.1 0.2 0.0 0.072
H 1.27271 0.86414 2.03256 0.0 0.1 0.0 0.105